Run 1
CH4N6O in the gas phase. Source: the Open Molecules 2025 dataset; level of theory: ωB97M-V/def2-TZVPD.

Calculated values
SMILES string: [H]/N=c1/n(N)nnn1O
Frontier orbital gap (eV): 9.47
HOMO (eV): -8.961

Geometry as ORCA input:
```
! wB97M-V def2-TZVPD RIJCOSX def2/J DEFGRID3
* xyz 0 1
H -2.31032 -0.13398 -0.40128
N -1.46532 -0.79721 -0.46698
C -0.47161 -0.09845 -0.24591
N 0.95617 -0.42370 -0.08996
N 1.62419 -1.53413 -0.52445
N 1.66347 0.62097 0.41277
N 0.85427 1.45723 0.75837
N -0.41238 1.09330 0.44041
O -1.47191 1.94106 0.32713
H 1.44144 -1.73642 -1.48768
H 1.48927 -2.33469 0.08189
H -1.89727 1.94602 1.19569
*
```

Want to see where the charge sits? The natural (NBO) charges in e are: H 0.361; N -0.731; C 0.484; N -0.139; N -0.625; N 0.012; N -0.049; N -0.031; O -0.502; H 0.369; H 0.368; H 0.483



Run 2
CH4N6O in the gas phase. Source: the Open Molecules 2025 dataset; level of theory: ωB97M-V/def2-TZVPD.

Calculated values
SMILES string: Nn1nnn(N)c1=O
Frontier orbital gap (eV): 9.76
HOMO (eV): -8.958

Geometry as ORCA input:
```
! wB97M-V def2-TZVPD RIJCOSX def2/J DEFGRID3
* xyz 0 1
N -2.44034 0.13643 -0.03141
N -1.09158 -0.16056 -0.05073
N -0.70613 -1.47309 -0.02977
N 0.56963 -1.44904 0.08167
N 1.05005 -0.18219 -0.03288
N 2.39544 0.09514 0.04913
C 0.01978 0.70446 -0.05025
O 0.14603 1.91180 0.06330
H -2.65796 0.41783 0.89261
H -2.52551 0.95339 -0.57662
H 2.50116 1.01581 -0.26304
H 2.95589 -0.67506 -0.15995
*
```

Want to see where the charge sits? The natural (NBO) charges in e are: N -0.587; N -0.130; N -0.018; N -0.062; N -0.088; N -0.642; C 0.658; O -0.653; H 0.357; H 0.366; H 0.401; H 0.397



Run 3
CH4N6O in the gas phase. Source: the Open Molecules 2025 dataset; level of theory: ωB97M-V/def2-TZVPD.

Calculated values
SMILES string: CON1N=NNN=N1
Frontier orbital gap (eV): 9.69
HOMO (eV): -9.355

Geometry as ORCA input:
```
! wB97M-V def2-TZVPD RIJCOSX def2/J DEFGRID3
* xyz 0 1
C -2.27147 -0.03825 0.38184
O -1.09939 0.80492 0.41774
N -0.03832 0.44726 -0.36581
N 0.95052 1.38074 -0.11796
N 2.10473 1.04521 -0.27832
N 2.38895 -0.26081 -0.62466
N 1.65729 -1.21253 0.01753
N 0.45970 -1.00115 0.13955
H -2.49072 -0.20166 -0.77609
H -3.14480 0.40252 0.84518
H -1.88510 -1.00909 0.67801
H 3.36860 -0.35717 -0.31700
*
```

Want to see where the charge sits? The natural (NBO) charges in e are: C -0.272; O -0.381; N 0.046; N -0.001; N -0.029; N -0.323; N 0.013; N -0.042; H 0.173; H 0.220; H 0.206; H 0.388



Most stable of them? run 2.



Run 1
2 unconnected molecules or ions with the total composition C5H11O2. Source: the Open Molecules 2025 dataset; level of theory: ωB97M-V/def2-TZVPD.

Calculated values
Frontier orbital gap (spin up / spin down) (eV): 10.73 / 7.78
HOMO (spin up / spin down) (eV): -9.773 / -9.776
⟨S²⟩: 0.7539

Geometry as ORCA input:
```
! wB97M-V def2-TZVPD RIJCOSX def2/J DEFGRID3
* xyz 0 2
C -0.59411 -1.64307 0.27416
O 0.20613 -2.73259 0.12827
C 0.11154 -0.30849 0.51212
C -0.75280 0.94570 0.47870
C -0.63712 1.66685 -0.84636
C -0.94072 2.92960 -1.09066
H -1.20497 -1.60550 -0.63008
H -1.27653 -1.84162 1.11100
H 0.94282 -0.21339 -0.18237
H 0.63968 -0.43555 1.46392
H -1.79835 0.67382 0.66098
H -0.49340 1.62305 1.29139
H -0.29846 1.03124 -1.65801
H -1.48062 3.54072 -0.38278
H -0.65049 3.34592 -2.04404
H 3.26950 -2.80927 0.61931
H 2.01994 -2.19626 0.01841
O 2.93796 -1.97115 0.27601
*
```

Want to see where the charge sits? The natural (NBO) charges in e are: C -0.134; O -0.281; C -0.439; C -0.458; C -0.165; C -0.397; H 0.229; H 0.201; H 0.218; H 0.222; H 0.211; H 0.226; H 0.188; H 0.194; H 0.203; H 0.464; H 0.480; O -0.963



Run 2
2 unconnected molecules or ions with the total composition C5H11O2. Source: the Open Molecules 2025 dataset; level of theory: ωB97M-V/def2-TZVPD.

Calculated values
Frontier orbital gap (spin up / spin down) (eV): 11.08 / 6.64
HOMO (spin up / spin down) (eV): -10.358 / -10.358
⟨S²⟩: 0.7590

Geometry as ORCA input:
```
! wB97M-V def2-TZVPD RIJCOSX def2/J DEFGRID3
* xyz 0 2
C 1.59412 0.93892 1.95398
C 2.29493 0.70460 0.62056
O 2.96800 -0.29036 0.51121
O 1.97087 1.44892 -0.30463
H 0.86552 0.04349 2.04892
H 1.04521 1.93635 2.02749
H 1.99351 0.68252 2.88814
C -2.16043 -0.54781 -0.48505
C -1.91644 -1.73997 -1.60161
C -3.59323 -0.21041 -0.58574
H -1.62056 0.35599 -0.97112
H -1.81716 -0.86864 0.48523
H -2.66473 -2.38708 -1.82307
H -1.85050 -1.36314 -2.54626
H -4.05091 -0.00407 0.31731
H -4.18303 -1.06326 -0.96090
H -0.91862 -2.05326 -1.15430
H -3.62341 0.58066 -1.37705
*
```

Want to see where the charge sits? The natural (NBO) charges in e are: C -0.779; C 0.741; O -0.333; O -0.373; H 0.248; H 0.247; H 0.248; C -0.388; C -0.612; C -0.614; H 0.205; H 0.196; H 0.200; H 0.198; H 0.206; H 0.193; H 0.210; H 0.206



Run 3
2 unconnected molecules or ions with the total composition C5H11O2. Source: the Open Molecules 2025 dataset; level of theory: ωB97M-V/def2-TZVPD.

Calculated values
Frontier orbital gap (spin up / spin down) (eV): 11.62 / 7.50
HOMO (spin up / spin down) (eV): -10.796 / -10.680
⟨S²⟩: 0.7546

Geometry as ORCA input:
```
! wB97M-V def2-TZVPD RIJCOSX def2/J DEFGRID3
* xyz 0 2
C 2.29122 1.39251 -1.15393
C 2.54354 1.20734 0.37759
O 2.36913 -0.02577 0.68730
O 2.88669 2.15455 1.03604
H 1.86655 2.37125 -1.30809
H 1.69644 0.60837 -1.60823
H 3.30979 1.35989 -1.54139
C -1.61338 -0.48495 -0.26112
C -2.74816 -0.76839 0.71366
C -0.29411 -1.03792 0.29529
H -1.88746 -0.85311 -1.24952
H -1.39687 0.57674 -0.39705
H -2.65257 -0.27919 1.68286
H -2.60835 -1.84058 0.91840
H -0.46572 -2.07308 0.59866
H 0.56768 -1.05707 -0.35608
H -3.77223 -0.74162 0.34085
H -0.09217 -0.50894 1.22478
*
```

Want to see where the charge sits? The natural (NBO) charges in e are: C -0.677; C 0.716; O -0.191; O -0.573; H 0.250; H 0.228; H 0.244; C -0.400; C -0.612; C -0.597; H 0.198; H 0.189; H 0.207; H 0.197; H 0.197; H 0.205; H 0.215; H 0.205



Run 4
2 unconnected molecules or ions with the total composition C5H11O2. Source: the Open Molecules 2025 dataset; level of theory: ωB97M-V/def2-TZVPD.

Calculated values
Frontier orbital gap (spin up / spin down) (eV): 9.90 / 8.99
HOMO (spin up / spin down) (eV): -9.071 / -9.585
⟨S²⟩: 0.7534

Geometry as ORCA input:
```
! wB97M-V def2-TZVPD RIJCOSX def2/J DEFGRID3
* xyz 0 2
H -2.53648 -1.14359 -1.05913
C -1.83415 -1.42166 -0.27406
C -0.54738 -0.60427 -0.32789
C 0.36821 -1.01851 0.73479
C -0.81075 0.91637 -0.12932
O -1.84658 1.29481 0.36611
C 0.25623 1.89362 -0.54232
H -2.30590 -1.25355 0.69333
H -1.61356 -2.48446 -0.39042
H -0.03478 -0.70270 -1.29423
H 2.21626 -0.29858 0.54819
H 0.20737 -0.59260 1.72544
H 0.74962 -2.04591 0.69905
H 1.19221 1.41989 -0.83820
H -0.13909 2.52465 -1.34962
H 0.45714 2.56287 0.30249
O 2.93653 0.23871 0.18442
H 3.28511 0.71493 0.95136
*
```

Want to see where the charge sits? The natural (NBO) charges in e are: H 0.223; C -0.592; C -0.413; C -0.296; C 0.616; O -0.550; C -0.744; H 0.225; H 0.209; H 0.224; H 0.466; H 0.184; H 0.189; H 0.248; H 0.244; H 0.239; O -0.942; H 0.468



Most stable of them? run 4.



Run 1
2 unconnected molecules or ions with the total composition C9H12NOS. Source: the Open Molecules 2025 dataset; level of theory: ωB97M-V/def2-TZVPD.

Calculated values
Frontier orbital gap (eV): 7.80
HOMO (eV): -12.098

Geometry as ORCA input:
```
! wB97M-V def2-TZVPD RIJCOSX def2/J DEFGRID3
* xyz 1 1
C -3.02931 -1.16949 2.46594
C -3.57138 -1.44275 1.25287
C -1.73686 -0.59765 2.51255
C -2.86054 -1.15417 0.08849
C -0.92657 -0.43718 1.36685
C -1.56513 -0.59847 0.11880
C 1.97622 1.70213 -1.16041
C 3.47583 1.97912 -1.60303
C 2.87999 -0.47265 -1.03949
N 1.79843 0.25991 -1.17380
O -0.91790 -0.28264 -1.08797
S 4.34684 0.39170 -1.26295
H -3.57036 -1.35094 3.28700
H -4.59728 -1.77466 1.34086
H -1.15639 -0.38920 3.42532
H -3.42039 -1.42486 -0.88051
H 0.00800 -0.04375 1.41388
H 1.87416 2.20430 -0.23681
H 1.34318 2.09904 -1.82931
H 3.33735 2.34908 -2.60876
H 3.74875 2.84085 -0.91051
H 2.93530 -1.44124 -0.83078
H 0.77266 -0.22534 -1.03996
H -1.14460 -1.02115 -1.60825
*
```

Want to see where the charge sits? The natural (NBO) charges in e are: C -0.204; C -0.177; C -0.163; C -0.279; C -0.278; C 0.266; C -0.216; C -0.553; C 0.058; N -0.484; O -0.699; S 0.433; H 0.219; H 0.235; H 0.224; H 0.232; H 0.200; H 0.225; H 0.225; H 0.255; H 0.266; H 0.236; H 0.481; H 0.497



Run 2
A gas-phase ion, C9H12NOS (charge +1). Source: the Open Molecules 2025 dataset; level of theory: ωB97M-V/def2-TZVPD.

Calculated values
SMILES string: CC(=O)[C@H]1[C@@H]2C#C[C@@H](SC2)[N@@H+]1C
Frontier orbital gap (eV): 8.65
HOMO (eV): -12.982

Geometry as ORCA input:
```
! wB97M-V def2-TZVPD RIJCOSX def2/J DEFGRID3
* xyz 1 1
C 2.59128 -1.26503 0.08531
C 1.53520 -0.50002 0.64417
O 1.37750 -0.13281 1.81576
C 0.40980 0.14913 -0.34883
C -0.54902 -0.90700 -1.30518
C -1.61567 0.02199 -1.65125
C -2.19125 0.66972 -0.80713
C -1.93930 0.66082 0.61166
S -2.04075 -1.06902 1.04156
C -1.19393 -1.83721 -0.32276
N -0.37435 1.04455 0.58727
C -0.34866 2.46816 0.26550
H 3.35048 -1.39716 0.87103
H 3.01205 -0.59964 -0.82627
H 2.29332 -2.24660 -0.40494
H 0.98279 0.68718 -1.17324
H 0.11113 -1.30234 -2.02557
H -2.46623 1.26375 1.32449
H -1.86524 -2.54941 -0.77992
H -0.40947 -2.44262 0.33592
H 0.17979 0.82614 1.56711
H -0.49345 2.57094 -0.83328
H -1.05933 2.96823 0.99254
H 0.70333 2.91826 0.33606
*
```

Want to see where the charge sits? The natural (NBO) charges in e are: C -0.749; C 0.610; O -0.532; C -0.141; C -0.234; C 0.032; C 0.007; C -0.235; S 0.336; C -0.571; N -0.448; C -0.444; H 0.282; H 0.272; H 0.285; H 0.256; H 0.256; H 0.277; H 0.263; H 0.250; H 0.497; H 0.244; H 0.242; H 0.243



Run 3
A gas-phase ion, C9H12NOS (charge +1). Source: the Open Molecules 2025 dataset; level of theory: ωB97M-V/def2-TZVPD.

Calculated values
SMILES string: c1ccc(O[C@@H]2[NH2+]CCS2)cc1
Frontier orbital gap (eV): 8.29
HOMO (eV): -11.712

Geometry as ORCA input:
```
! wB97M-V def2-TZVPD RIJCOSX def2/J DEFGRID3
* xyz 1 1
C 0.56307 3.56135 -0.90404
C 1.27096 2.55809 -1.51550
C 0.78323 1.26151 -1.58187
C -0.39064 0.95705 -0.81316
O -0.85086 -0.29008 -0.47081
C 0.15754 -1.54137 -0.52828
N -0.75113 -2.59764 0.12558
C -0.67363 -2.35134 1.54611
C 0.78973 -2.43632 1.91467
S 1.49770 -1.30991 0.62184
C -1.11108 1.99899 -0.20002
C -0.65352 3.30170 -0.28150
H 0.90642 4.59505 -1.05641
H 2.09100 2.82447 -2.00949
H 1.39196 0.61668 -2.27409
H 0.47251 -1.43763 -1.48092
H -0.55199 -3.59807 0.01001
H -1.64877 -2.24643 -0.27927
H -1.14047 -3.02431 2.26466
H -0.91020 -1.25343 1.65758
H 1.01098 -2.09541 2.98776
H 1.07792 -3.54024 1.73361
H -2.10269 1.92138 0.25775
H -1.22804 4.12592 0.27580
*
```

Want to see where the charge sits? The natural (NBO) charges in e are: C -0.215; C -0.176; C -0.312; C 0.273; O -0.563; C 0.080; N -0.533; C -0.290; C -0.526; S 0.305; C -0.258; C -0.175; H 0.230; H 0.214; H 0.232; H 0.251; H 0.460; H 0.485; H 0.268; H 0.264; H 0.293; H 0.223; H 0.235; H 0.236



Most stable of them? run 1.



Run 1
3 unconnected molecules or ions with the total composition CH8NO2. Source: the Open Molecules 2025 dataset; level of theory: ωB97M-V/def2-TZVPD.

Calculated values
Frontier orbital gap (eV): 11.00
HOMO (eV): -16.134

Geometry as ORCA input:
```
! wB97M-V def2-TZVPD RIJCOSX def2/J DEFGRID3
* xyz 1 1
C -1.39762 0.69121 0.45610
N -0.34628 0.02648 0.17513
H -1.51491 1.76271 0.59538
H -2.34740 0.15183 0.55849
H -0.31890 -0.73101 -0.52399
H 0.53375 0.54124 0.56749
H 0.42069 -2.69374 -2.03426
H -0.89900 -2.04022 -1.96026
O 0.03066 -1.80859 -2.10518
H 2.10578 0.99698 2.10934
H 2.13585 1.84323 0.79968
O 1.59737 1.25988 1.36208
*
```

Want to see where the charge sits? The natural (NBO) charges in e are: C 0.152; N -0.633; H 0.228; H 0.203; H 0.467; H 0.459; H 0.497; H 0.472; O -0.934; H 0.518; H 0.515; O -0.942



Run 2
3 unconnected molecules or ions with the total composition CH8NO2. Source: the Open Molecules 2025 dataset; level of theory: ωB97M-V/def2-TZVPD.

Calculated values
Frontier orbital gap (eV): 9.34
HOMO (eV): -15.221

Geometry as ORCA input:
```
! wB97M-V def2-TZVPD RIJCOSX def2/J DEFGRID3
* xyz 1 1
C -1.32378 -0.52453 -1.51556
N -0.61712 -0.96021 -0.52748
H -2.34495 -0.19122 -1.32397
H -0.99976 -0.74051 -2.53320
H -0.01080 -1.76334 -0.65744
H -0.39043 -0.38608 0.31971
H -1.14982 -0.49086 2.67280
H 0.24216 0.30218 2.53488
O -0.49691 -0.10970 2.08210
H 2.92480 1.09281 -0.35376
H 1.81553 2.17587 -0.18265
O 2.00028 1.29409 -0.51978
*
```

Want to see where the charge sits? The natural (NBO) charges in e are: C 0.188; N -0.614; H 0.234; H 0.223; H 0.433; H 0.494; H 0.511; H 0.510; O -0.981; H 0.489; H 0.484; O -0.971



Most stable of them? run 1.